90
Properties=species:S:1:pos:R:3 method="wB97M-V/def2-TZVPD" total_charge=+1 spin_multiplicity=1
C -6.45997 -1.65424 1.88191
C -4.94917 -1.80504 1.66802
C -4.11851 -0.88618 2.56763
C -2.61699 -1.08511 2.29552
C -1.98592 -2.13420 3.19153
C -0.50891 -2.40398 2.84793
C -0.18930 -3.89505 2.92018
C 1.28897 -4.19238 2.76899
C 1.87199 -3.71221 1.43724
C 1.03325 -4.11584 0.20351
C 0.80879 -2.93812 -0.73317
C 2.01529 -2.60180 -1.58140
C 1.79823 -1.34238 -2.39590
N 1.41653 -0.11840 -1.60378
C 2.44448 0.74709 -1.36114
N 3.34709 0.60591 -0.43871
C 3.41616 -0.52870 0.49753
C 2.91888 -0.08307 1.88657
C 1.45512 -0.50639 2.15243
N 0.59104 0.64962 2.46345
N 2.39194 1.86180 -2.15642
C 0.91560 2.15009 -2.19624
C 0.50808 2.81803 -0.88045
C -0.97723 3.17685 -0.71074
C 0.64295 3.08190 -3.38007
C 1.51737 4.31328 -3.38016
N 1.18650 5.41655 -2.84914
C 0.49241 0.70308 -2.44969
C -0.98186 0.30686 -2.41275
C -1.44934 -0.26398 -1.08443
O -2.84390 -0.56737 -1.17091
C -3.65986 0.13141 -0.32735
O -4.73446 -0.31400 0.05428
H -6.90927 -2.63569 1.98474
H -6.90540 -1.22920 0.99036
H -6.68704 -1.04316 2.74406
H -4.61420 -2.81985 1.87061
H -4.66613 -1.55985 0.64987
H -4.35127 -1.05169 3.61608
H -4.36717 0.14144 2.31466
H -2.11176 -0.13508 2.47121
H -2.52809 -1.35753 1.24597
H -2.04052 -1.77885 4.21787
H -2.54038 -3.06861 3.17061
H 0.08826 -1.92334 3.62085
H -0.26794 -1.98256 1.87449
H -0.49960 -4.23664 3.90561
H -0.81012 -4.43716 2.21367
H 1.81735 -3.66180 3.55965
H 1.51645 -5.24350 2.91500
H 2.87094 -4.11854 1.31776
H 1.94722 -2.62527 1.45247
H 0.09026 -4.56326 0.48127
H 1.58115 -4.87358 -0.35275
H -0.00952 -3.19461 -1.40720
H 0.47806 -2.08120 -0.14787
H 2.94620 -2.61456 -1.02150
H 2.09761 -3.40739 -2.30819
H 1.02703 -1.56721 -3.11742
H 2.71852 -1.12469 -2.93454
H 4.05244 1.31283 -0.31986
H 2.87837 -1.38471 0.12423
H 4.46642 -0.77872 0.59385
H 3.58920 -0.47956 2.63957
H 2.99886 0.99650 1.95335
H 1.45484 -1.21433 2.97122
H 1.05984 -0.97046 1.25280
H -0.03833 0.82036 1.69671
H 0.05078 0.45872 3.29296
H 2.93007 2.61497 -1.73924
H 0.83732 2.24634 -0.01541
H 1.06853 3.74789 -0.83199
H -1.07381 4.16980 -0.28718
H -1.43045 2.51387 0.01413
H -1.54056 3.18373 -1.63361
H 0.82362 2.53415 -4.30307
H -0.39108 3.40606 -3.41236
H 2.47897 4.28789 -3.88283
H 0.25728 5.34779 -2.43293
H 0.76066 0.59549 -3.50133
H -1.16739 -0.44285 -3.17175
H -1.56818 1.19039 -2.63586
H -1.23044 0.37752 -0.23475
H -0.96583 -1.21700 -0.90849
H -3.27411 1.12857 -0.06587
C 3.30088 8.58970 -3.64330
Cl 2.07013 8.18330 -4.83988
Cl 2.54214 8.82214 -2.06618
Cl 4.47685 7.26851 -3.54125
Cl 4.12704 10.07043 -4.12327

92
Properties=species:S:1:pos:R:3 method="wB97M-V/def2-TZVPD" spin_multiplicity=3
C -4.01730 -4.90122 4.66900
C -4.53713 -4.52845 3.28093
O -3.66109 -4.96969 2.23368
C -2.72457 -4.02435 1.90578
O -1.90040 -3.63395 2.70010
C -2.79938 -3.54809 0.47607
C -2.23967 -2.13129 0.29827
C -1.10234 -2.08201 -0.74005
N -0.03784 -1.08712 -0.55031
C -0.32759 0.27890 -1.01949
C -1.40353 1.06420 -0.25746
C -2.56675 1.45706 -1.13544
F -3.32984 2.38863 -0.43540
S 0.73081 -1.18685 0.86579
O 0.28816 -0.30416 1.88909
O 0.81889 -2.55694 1.23858
F 2.17293 -0.78048 0.47754
H -4.82371 -5.26307 5.30007
H -3.32232 -5.72307 4.53661
H -3.51728 -4.07317 5.15302
H -5.50017 -5.00027 3.13205
H -4.66062 -3.44995 3.20591
H -3.83050 -3.60490 0.14544
H -2.25583 -4.26111 -0.14181
H -3.06559 -1.55012 -0.11117
H -1.99136 -1.67447 1.24746
H -1.50757 -1.94121 -1.73566
H -0.62489 -3.05647 -0.75601
H -0.65451 0.16992 -2.05199
H 0.60873 0.82160 -1.07992
H -0.95802 2.00618 0.05791
H -1.74881 0.58775 0.65041
H -2.23551 1.94677 -2.04652
H -3.23024 0.61452 -1.32368
C 3.63242 -5.73533 -1.77043
C 3.59499 -5.54134 -3.30492
C 4.98492 -5.20663 -3.86106
C 5.42445 -3.75966 -3.65045
C 4.35211 -2.80234 -4.16692
C 2.98632 -3.06460 -3.53534
N 2.58883 -4.50003 -3.67379
O 2.15819 -4.71341 -4.87811
C 3.02645 -2.62067 -2.06143
C 1.93772 -2.16988 -4.18830
C 3.19625 -6.90662 -3.85637
H 3.44438 -4.83422 -1.19639
H 2.86737 -6.44674 -1.45793
H 4.59922 -6.12708 -1.45244
H 4.99211 -5.40730 -4.93739
H 5.71784 -5.88606 -3.42323
H 5.63793 -3.57746 -2.59359
H 6.36054 -3.58183 -4.18333
H 4.64957 -1.77063 -3.96811
H 4.28227 -2.90289 -5.25479
H 2.11461 -2.91867 -1.54115
H 3.09873 -1.53501 -1.99993
H 3.88292 -2.99922 -1.50834
H 1.89177 -2.30112 -5.26769
H 2.18052 -1.12521 -3.99584
H 0.94608 -2.36757 -3.77549
H 2.17697 -7.16623 -3.56953
H 3.86725 -7.66123 -3.44490
H 3.26779 -6.95509 -4.94143
C -2.69501 5.35563 3.47012
C -1.24593 5.27212 2.93501
C -0.27678 6.06160 3.82330
C -0.30784 7.57346 3.61235
C -0.13197 7.90262 2.13072
C -1.16466 7.20042 1.25014
N -1.18969 5.72751 1.51215
O -0.18801 5.16518 0.91113
C -2.54264 7.84963 1.48923
C -0.85346 7.46009 -0.21992
C -0.87884 3.79791 3.04827
H -3.27878 6.17564 3.06572
H -3.24627 4.44968 3.21645
H -2.70212 5.45604 4.55613
H 0.74314 5.71547 3.62691
H -0.47811 5.82632 4.86948
H -1.24060 7.99263 4.00001
H 0.49491 8.03819 4.18810
H -0.20436 8.98173 1.97998
H 0.87671 7.61133 1.82124
H -3.33147 7.28859 0.98629
H -2.54581 8.86129 1.08399
H -2.80262 7.95097 2.54041
H 0.15416 7.15178 -0.49164
H -0.93569 8.52639 -0.42679
H -1.55917 6.93612 -0.86649
H -1.47745 3.19126 2.36757
H -1.06946 3.45140 4.06437
H 0.17216 3.60996 2.83557

117
Properties=species:S:1:pos:R:3 method="wB97M-V/def2-TZVPD" smiles="CCCCO[C@]1(CC(=O)c2ccccc2)NC(=O)C[C@@H]1P(C)O.C[N+](=O)[O-].C[N+](=O)[O-].C[N+](=O)[O-].C[N+](=O)[O-].C[N+](=O)[O-].C[N+](=O)[O-].C[N+](=O)[O-].C[N+](=O)[O-].C[N+](=O)[O-].C[N+](=O)[O-]" spin_multiplicity=1
C 7.34556 1.24489 0.42255
C 6.02688 1.47164 -0.34660
C 5.01007 0.31636 -0.17570
C 4.68795 0.16005 1.30302
O 3.77801 -0.89882 1.63708
C 2.59680 -0.93088 0.88017
C 1.85827 0.42227 0.61210
C 1.17864 0.50862 -0.76414
O 1.87147 0.74986 -1.74385
C -0.30056 0.33430 -0.93208
C -1.16033 0.18934 0.12703
C -2.51524 0.05881 -0.02876
C -3.02796 0.05729 -1.29919
C -2.17155 0.18229 -2.36626
C -0.82820 0.31097 -2.20565
N 1.66666 -1.67368 1.77799
C 0.68885 -2.34408 1.10221
O -0.41966 -2.67961 1.48514
C 1.24975 -2.64965 -0.29075
C 2.64783 -2.00282 -0.28954
P 3.80432 -3.32943 0.41900
C 3.34620 -4.96349 -0.33734
O 5.34531 -3.03514 -0.19692
H 8.23272 1.47171 -0.16713
H 7.35528 1.80353 1.36133
H 7.39423 0.18863 0.70718
H 6.28742 1.46488 -1.41145
H 5.56981 2.44674 -0.14056
H 5.47173 -0.56247 -0.63181
H 4.13602 0.59646 -0.77036
H 5.58945 -0.01976 1.88738
H 4.26181 1.10621 1.66678
H 1.07357 0.51893 1.35887
H 2.47330 1.31865 0.70848
H -0.78801 0.16929 1.14473
H -3.14094 -0.04941 0.84804
H -4.09593 -0.05333 -1.44742
H -2.61988 0.18164 -3.35097
H -0.18934 0.39126 -3.07475
H 1.42055 -1.22489 2.64953
H 1.13749 -3.65440 -0.68475
H 0.68426 -2.06229 -1.02841
H 3.00940 -1.51673 -1.19672
H 2.30370 -5.22493 -0.16367
H 3.62431 -5.00274 -1.39713
H 3.93398 -5.70954 0.20400
H 5.92782 -3.67961 0.21816
C -6.31089 1.98970 -2.61047
N -5.50539 1.82286 -3.85125
O -5.60850 2.66609 -4.71976
O -4.78850 0.84746 -3.90682
H -6.89735 2.89725 -2.69771
H -6.94874 1.11798 -2.51904
H -5.61776 2.05457 -1.78504
C -1.90812 -3.88793 -4.62272
N -0.87346 -2.95661 -4.09760
O -0.78883 -1.86085 -4.60913
O -0.18012 -3.35968 -3.18529
H -2.44186 -3.39471 -5.42497
H -1.39886 -4.77395 -4.98515
H -2.57657 -4.12960 -3.80175
C -8.21390 0.81030 1.43909
N -7.25758 0.98923 0.31353
O -6.86669 2.11650 0.08277
O -6.93275 -0.01007 -0.29280
H -8.40752 1.77960 1.88355
H -9.12274 0.37905 1.02946
H -7.75046 0.13804 2.15495
C -4.80289 -6.22473 -7.87514
N -3.84920 -5.78148 -6.82249
O -2.72717 -5.47630 -7.16876
O -4.26294 -5.75491 -5.68253
H -4.29646 -6.19679 -8.83281
H -5.11456 -7.23506 -7.62744
H -5.64626 -5.54077 -7.85943
C -2.18444 3.65760 2.07182
N -3.60486 3.30895 2.34210
O -4.44108 4.16871 2.18071
O -3.82674 2.17210 2.70890
H -2.13766 4.69298 1.75536
H -1.63191 3.50563 2.99519
H -1.83003 2.99202 1.28779
C -6.30927 4.74820 -7.47436
N -6.64447 4.01936 -8.72863
O -6.90933 2.83967 -8.64154
O -6.62925 4.66370 -9.75666
H -6.36161 4.05487 -6.64250
H -5.30458 5.14479 -7.58526
H -7.03463 5.54846 -7.35985
C -3.39300 0.46246 6.02677
N -2.35687 1.38586 6.56454
O -2.27290 2.48897 6.07067
O -1.66203 0.96570 7.46723
H -3.92920 0.96996 5.23208
H -2.88069 -0.41742 5.64814
H -4.05993 0.20445 6.84433
C 6.95738 5.76017 0.77071
N 5.55820 5.35853 1.08014
O 4.68622 6.18666 0.93070
O 5.39162 4.21927 1.46236
H 6.95525 6.79333 0.44341
H 7.53977 5.63949 1.67937
H 7.31878 5.10214 -0.01456
C 9.22127 -1.81519 3.00117
N 9.92582 -0.52717 3.24965
O 9.68230 0.39738 2.50396
O 10.69539 -0.49659 4.18547
H 8.57202 -1.69303 2.14111
H 9.97902 -2.57029 2.81412
H 8.64736 -2.05029 3.89270
C -0.14455 -1.10451 9.51457
N 0.06124 -1.61945 10.89597
O -0.77882 -2.36901 11.34863
O 1.06047 -1.25036 11.47456
H -1.06900 -1.51388 9.12584
H -0.19508 -0.02167 9.57192
H 0.70406 -1.42466 8.91729

108
Properties=species:S:1:pos:R:3 method="wB97M-V/def2-TZVPD" smiles="COC(=O)OC.COC(=O)OC.COC(=O)OC.COC(=O)OC.COC(=O)OC.COC(=O)OC.COC(=O)OC.COC(=O)OC.COC(=O)OC" spin_multiplicity=1
C 2.13381 5.64924 1.44824
O 3.01981 5.04724 0.55124
C 4.04481 5.76524 0.37124
O 4.28181 6.82824 0.87524
O 5.06281 5.16224 -0.29576
C 6.02581 6.04424 -0.91376
H 2.59181 5.23424 2.25624
H 1.14081 5.36124 1.23624
H 2.11081 6.71124 1.37924
H 6.76081 5.40224 -1.61776
H 6.61581 6.54024 -0.03776
H 5.74881 6.56724 -1.53676
C 1.48581 -5.67576 6.54224
O 1.44081 -5.23376 5.18224
C 0.16481 -4.59776 4.84924
O -0.76619 -4.62876 5.60124
O 0.22081 -4.04676 3.62324
C -0.92619 -3.39776 3.14124
H 2.39081 -6.37476 6.50824
H 0.80781 -6.28576 6.95724
H 1.57281 -4.76676 7.13224
H -1.67719 -4.13976 3.30924
H -0.74419 -3.36376 2.14024
H -1.13519 -2.47876 3.64724
C -2.34919 0.53324 1.24824
O -2.66919 -0.87576 1.23624
C -2.86719 -1.48376 0.00924
O -2.47019 -0.82976 -1.06276
O -3.62419 -2.62476 -0.11076
C -3.59119 -3.41076 -1.30176
H -3.05919 1.14624 0.84824
H -1.24419 0.59624 0.90124
H -2.15719 0.87324 2.25824
H -4.22819 -4.33376 -1.37576
H -2.58519 -3.63276 -1.23876
H -3.97219 -2.89876 -2.35576
C -0.40519 -1.08376 8.74924
O -0.20119 -0.81876 7.33724
C 0.71781 0.00824 6.74424
O 1.58981 0.55824 7.47024
O 0.79181 -0.01876 5.41824
C 1.85281 0.58424 4.76624
H -0.78719 -2.02076 8.81824
H -1.11719 -0.30876 9.29724
H 0.42881 -0.65776 9.41724
H 2.70281 -0.01776 5.11224
H 1.83481 1.64524 4.89024
H 1.62481 0.58624 3.63324
C -2.51219 3.14124 -6.41976
O -1.17019 2.90324 -6.80876
C -0.11219 3.01824 -6.04776
O -0.22419 3.60424 -4.92776
O 0.99881 2.61424 -6.69776
C 2.14181 2.47324 -5.97976
H -3.18819 2.59524 -7.13076
H -2.68619 4.16924 -6.30876
H -2.71019 2.27724 -5.48076
H 2.70881 3.49024 -5.95376
H 2.72781 1.67224 -6.38176
H 1.77981 2.25624 -4.92176
C 0.01881 -2.99176 -6.84176
O 0.08081 -1.72676 -6.23176
C -0.17019 -1.46676 -4.94576
O -0.24219 -2.34576 -4.15776
O -0.33819 -0.08976 -4.69876
C -0.82419 0.28224 -3.35376
H -0.69419 -2.79176 -7.77076
H -0.75719 -3.59276 -6.39776
H 0.96181 -3.30976 -7.22476
H -1.78119 0.11824 -3.29876
H -0.30819 1.28724 -3.21876
H -0.22719 -0.20776 -2.45076
C 1.35881 -1.56376 0.48324
O 1.76581 -0.68576 -0.54376
C 1.68081 0.68524 -0.37576
O 1.52181 1.10624 0.77024
O 1.90781 1.41824 -1.41276
C 1.67181 2.81024 -1.54676
H 2.12481 -1.57976 1.26424
H 1.07981 -2.54076 0.18424
H 0.51681 -1.28176 0.78324
H 2.67581 3.26224 -1.21576
H 0.98781 3.09124 -0.76676
H 1.25781 3.14124 -2.48976
C -2.30219 2.98924 -1.90176
O -3.01419 4.00524 -1.04976
C -2.24519 4.69124 -0.16076
O -1.06719 4.38224 0.11224
O -2.82019 5.76024 0.47224
C -2.18219 6.40724 1.60324
H -3.03919 2.52224 -2.37476
H -1.74419 2.37924 -0.93376
H -1.33519 3.37024 -2.28576
H -2.88219 6.65424 2.42124
H -2.00319 7.37224 1.09724
H -1.23919 5.85824 1.94524
C -2.98419 -7.11976 1.03224
O -2.04219 -7.53576 0.03524
C -1.16319 -6.70876 -0.37976
O -1.28619 -5.43776 -0.25476
O -0.06919 -7.06476 -1.26876
C 0.92581 -6.13176 -1.52476
H -2.33119 -6.65176 1.94824
H -3.55919 -8.02776 1.44424
H -3.50919 -6.32276 0.55024
H 1.73781 -6.65776 -1.86576
H 1.14081 -5.25576 -0.82576
H 0.40481 -5.55776 -2.37876

no.,E_tot (eV)
1,-90468.64240
2,-61879.98327
3,-103666.45713
4,-84141.51648